Here is a structure of composition C15H20CaCl2N5SeSi at a distorted geometry from OMol25. Energies are from ωB97M-V with the def2-TZVPD basis set.

Each line ends with the natural charge from an NBO analysis.
CARTESIAN COORDINATES (ANGSTROEM)
Ca  -0.516  -0.559  -0.202  1.7268
C  3.112  -1.635  0.871  -0.6407
C  2.714  -0.183  0.866  0.2497
C  3.554  0.785  1.348  -0.3167
C  3.124  2.117  1.302  -0.1108
C  1.899  2.445  0.785  -0.3202
C  1.060  1.426  0.272  0.4154
N  1.504  0.118  0.344  -0.7165
N  -0.179  1.601  -0.265  -1.2905
Si  -0.649  2.906  -1.297  1.8084
C  0.626  3.117  -2.640  -1.1367
C  -0.911  4.536  -0.452  -1.1399
C  -2.267  2.366  -2.053  -1.1261
H  3.927  -1.811  0.168  0.2373
H  2.273  -2.268  0.580  0.1971
H  3.458  -1.947  1.856  0.2319
H  4.522  0.519  1.751  0.2250
H  3.768  2.900  1.686  0.2245
H  1.551  3.468  0.762  0.2254
H  1.571  3.478  -2.222  0.2420
H  0.311  3.827  -3.410  0.2451
H  0.824  2.156  -3.126  0.2279
H  0.019  4.929  -0.033  0.2342
H  -1.644  4.462  0.357  0.2369
H  -1.279  5.273  -1.173  0.2450
H  -2.166  1.385  -2.532  0.2111
H  -2.594  3.066  -2.828  0.2485
H  -3.065  2.305  -1.308  0.2329
Cl  -3.265  -0.348  0.464  -0.0358
C  -2.957  -0.012  2.196  -0.3707
Cl  -1.217  0.050  2.552  -0.0016
H  -3.405  -0.807  2.774  0.2371
H  -3.391  0.950  2.429  0.2484
Se  -0.846  -3.362  -3.098  1.1174
N  -0.911  -4.874  -2.219  -0.5497
C  -0.895  -4.578  -0.933  0.0578
C  -0.923  -5.512  0.148  -0.1052
C  -0.879  -5.012  1.403  -0.2587
C  -0.808  -3.598  1.619  0.1483
N  -0.789  -2.701  0.676  -0.5553
C  -0.833  -3.178  -0.613  0.2636
N  -0.801  -2.343  -1.649  -0.7891
H  -0.972  -6.575  -0.050  0.2559
H  -0.893  -5.670  2.260  0.2509
H  -0.762  -3.214  2.632  0.2199

## Properties
Energy relative to the best compared isomer or geometry (same formula, charge and spin) in kJ/mol: 58.6
Charge: +1
HOMO level in eV: -10.109
LUMO in eV: -5.00



Here is a cluster of 2 separate species, C15H20Cl2F3N4O8S3 in total at a distorted geometry from OMol25. Energies are from ωB97M-V with the def2-TZVPD basis set.

Each line ends with the natural charge from an NBO analysis.
CARTESIAN COORDINATES (ANGSTROEM)
N  3.242  -0.904  3.864  -0.3040
C  3.129  -0.674  2.747  0.4983
O  3.077  -0.315  1.498  -0.4882
C  1.984  0.570  1.237  0.2281
C  2.364  2.028  1.721  -0.2196
S  1.067  2.819  2.674  0.0885
N  2.717  2.765  0.488  -0.4727
C  4.133  2.655  0.072  -0.3272
C  4.447  3.481  -1.154  0.5017
O  5.027  4.505  -1.061  -0.4283
Cl  3.958  2.890  -2.723  -0.0099
C  1.790  2.192  -0.381  0.7791
N  1.031  2.860  -1.156  -0.4261
C  -0.038  2.319  -2.021  -0.2520
C  -1.083  1.488  -1.269  -0.4110
C  -1.731  0.489  -2.219  -0.4157
C  -2.410  -0.617  -1.445  -0.6630
S  -2.966  -1.853  -2.612  2.1156
O  -2.103  -2.983  -2.574  -0.8900
O  -3.170  -1.238  -3.883  -0.9102
Cl  -4.795  -2.400  -1.918  -0.2150
N  1.736  0.799  -0.153  -0.7319
S  1.884  -0.357  -1.379  2.1981
O  0.713  -1.161  -1.382  -0.8636
O  2.197  0.297  -2.600  -0.8826
C  3.286  -1.545  -1.014  0.7955
F  4.423  -0.894  -0.785  -0.2935
F  2.963  -2.357  -0.022  -0.2734
F  3.365  -2.222  -2.152  -0.2668
H  1.134  0.321  1.862  0.2455
H  3.244  2.112  2.348  0.2728
H  -0.018  2.438  1.982  0.1200
H  4.718  3.105  0.861  0.2639
H  4.436  1.611  -0.009  0.2210
H  1.200  3.859  -1.155  0.4605
H  0.371  1.795  -2.874  0.2578
H  -0.543  3.183  -2.430  0.2410
H  -0.705  1.025  -0.367  0.2149
H  -1.857  2.180  -0.952  0.2249
H  -0.962  0.056  -2.851  0.2253
H  -2.410  0.977  -2.905  0.2414
H  -3.308  -0.246  -0.963  0.2457
H  -1.751  -1.143  -0.769  0.2947
O  -1.601  -1.442  1.440  -0.6228
C  -2.571  -2.086  1.739  0.8133
O  -3.322  -2.742  0.830  -0.4909
C  -4.474  -3.333  1.474  -0.0715
C  -4.090  -3.455  2.942  -0.4306
C  -3.160  -2.258  3.125  -0.5294
H  -5.328  -2.673  1.313  0.1859
H  -4.679  -4.294  1.012  0.2136
H  -4.948  -3.462  3.608  0.2343
H  -3.532  -4.377  3.102  0.2191
H  -3.704  -1.348  3.384  0.2400
H  -2.375  -2.439  3.854  0.2492

## Properties
Energy relative to the best compared isomer or geometry (same formula, charge and spin) in kJ/mol: 0.0
Charge: +1
HOMO level in eV: -12.967
LUMO in eV: -4.78



Here is the ion C15H20IN4S with charge +1 from OMol25. Energies are from ωB97M-V with the def2-TZVPD basis set.

Each line ends with the natural charge from an NBO analysis.
CARTESIAN COORDINATES (ANGSTROEM)
N  2.361  0.311  1.588  -0.7845
C  2.246  1.485  1.011  0.3763
N  1.289  2.334  1.375  -0.5566
H  0.582  1.987  2.010  0.4160
C  1.001  3.615  0.757  -0.2221
H  0.362  4.162  1.450  0.2271
H  1.934  4.167  0.627  0.2283
C  0.294  3.456  -0.602  -0.4370
C  -0.784  2.411  -0.516  -0.0572
C  -0.542  1.117  -0.962  -0.1604
C  -1.497  0.126  -0.827  -0.2607
C  -2.713  0.429  -0.237  -0.1366
C  -2.979  1.715  0.203  -0.2347
C  -2.014  2.697  0.064  -0.2032
H  -2.228  3.700  0.403  0.2190
H  -3.932  1.953  0.650  0.2363
I  -4.165  -1.092  0.005  0.1658
H  -1.298  -0.872  -1.184  0.2299
H  0.401  0.883  -1.437  0.1993
H  1.021  3.170  -1.362  0.2218
H  -0.129  4.421  -0.879  0.2385
S  3.343  2.062  -0.209  0.2937
C  4.748  0.889  -0.277  -0.5141
C  4.719  0.049  -1.545  -0.4056
H  4.607  0.707  -2.408  0.2225
H  5.681  -0.458  -1.636  0.2287
C  3.596  -0.996  -1.563  -0.4272
C  3.822  -2.061  -0.546  0.1003
C  4.292  -3.335  -0.700  -0.0772
N  4.344  -3.877  0.552  -0.4875
C  3.917  -2.942  1.415  0.2079
N  3.599  -1.837  0.784  -0.5338
H  2.945  -0.542  1.241  0.4474
H  3.850  -3.082  2.474  0.2164
H  4.643  -4.812  0.778  0.4386
H  4.576  -3.878  -1.576  0.2348
H  3.556  -1.456  -2.550  0.2401
H  2.638  -0.506  -1.376  0.2145
H  4.749  0.287  0.626  0.2462
H  5.626  1.536  -0.279  0.2520
H  1.688  0.079  2.305  0.3971

## Properties
Energy relative to the best compared isomer or geometry (same formula, charge and spin) in kJ/mol: 0.0
Charge: +1
HOMO level in eV: -11.067
LUMO in eV: -2.13



Here is the molecule C15H20N2O2 at a distorted geometry from OMol25. Energies are from ωB97M-V with the def2-TZVPD basis set.

Each line ends with the natural charge from an NBO analysis.
CARTESIAN COORDINATES (ANGSTROEM)
C  -4.807  3.737  0.002  -0.6346
C  -4.304  4.222  -1.470  0.0101
O  -3.035  4.565  -1.416  -0.5015
C  -1.892  3.618  -1.323  0.3718
C  -0.453  4.136  -1.323  -0.2831
C  0.578  3.229  -1.024  -0.1899
C  0.446  1.887  -0.966  -0.2929
C  -0.988  1.256  -1.367  0.3333
O  -1.451  -0.147  -1.282  -0.5228
C  -0.336  -1.149  -1.260  -0.0711
C  0.231  -1.121  0.108  -0.3895
C  1.062  -2.310  0.415  -0.4003
C  1.660  -2.386  1.847  -0.1912
N  2.610  -3.518  2.026  -0.2712
C  2.311  -4.986  2.168  -0.2111
C  3.595  -5.542  1.939  -0.0544
N  4.500  -4.532  2.133  -0.4999
C  3.748  -3.385  1.888  0.2084
C  -2.063  2.108  -1.403  -0.3554
H  -4.255  2.760  0.144  0.2033
H  -5.856  3.502  0.099  0.2065
H  -4.687  4.447  0.681  0.1998
H  -4.682  5.003  -1.766  0.1634
H  -4.550  3.239  -2.110  0.1342
H  -0.336  5.184  -1.136  0.2224
H  1.426  3.609  -0.958  0.1960
H  1.203  1.134  -1.190  0.2092
H  0.565  -0.670  -1.775  0.1827
H  -0.870  -1.964  -1.639  0.2224
H  0.317  -0.335  0.648  0.2317
H  -0.729  -1.480  0.943  0.1429
H  0.789  -3.267  -0.164  0.2396
H  2.097  -2.008  -0.066  0.1700
H  1.887  -1.546  2.226  0.2001
H  0.817  -2.705  2.383  0.2002
H  1.249  -5.358  2.041  0.2178
H  3.803  -6.537  2.237  0.2071
H  4.234  -2.597  1.750  0.1758
H  -3.034  1.798  -1.469  0.2201

## Properties
Energy relative to the best compared isomer or geometry (same formula, charge and spin) in kJ/mol: 1294.8
HOMO level in eV: -8.241
LUMO in eV: 0.48
Structure (SMILES): CCOc1cccc(OCCCCn2ccnc2)c1



Here is a structure of composition C15H20N2O2Sn at a distorted geometry from OMol25. Energies are from ωB97M-V with the def2-TZVPD basis set.

Each line ends with the natural charge from an NBO analysis.
CARTESIAN COORDINATES (ANGSTROEM)
C  -2.636  -0.838  0.661  -1.2117
C  -3.006  0.949  -0.940  -1.1358
H  -2.518  -1.786  0.145  0.1796
H  -3.767  -0.488  0.523  0.2181
H  -2.677  -0.922  1.791  0.2293
H  -2.733  0.987  -1.984  0.1863
H  -3.980  0.221  -0.858  0.2089
H  -3.316  1.927  -0.562  0.2119
C  -0.410  -2.616  0.258  0.0940
C  0.530  -3.644  0.227  -0.2386
C  1.733  -3.461  -0.448  -0.1352
C  1.956  -2.235  -1.023  -0.2335
H  -1.355  -2.736  0.804  0.2619
H  0.289  -4.550  0.718  0.2310
H  2.465  -4.242  -0.522  0.2292
H  2.877  -2.031  -1.573  0.2168
N  -0.211  -1.420  -0.343  -0.5254
C  1.014  -1.205  -0.953  0.2844
C  1.271  0.134  -1.476  0.1840
N  0.237  1.034  -1.346  -0.5017
C  0.474  2.293  -1.782  0.1003
C  2.723  1.754  -2.530  -0.1307
C  1.685  2.689  -2.374  -0.2328
H  -0.324  3.031  -1.620  0.2412
H  1.776  3.705  -2.706  0.2333
C  2.478  0.486  -2.065  -0.2103
H  3.223  -0.276  -2.172  0.2177
H  3.650  2.024  -2.996  0.2308
Sn  -1.232  0.436  0.087  2.0084
C  -1.286  2.408  0.785  -1.1177
H  -1.644  3.101  0.001  0.1985
H  -0.226  2.564  1.066  0.2230
H  -1.938  2.421  1.682  0.2408
C  0.894  -0.125  3.680  -0.7162
C  0.489  0.255  2.281  0.7953
O  1.234  0.708  1.424  -0.7159
O  -0.798  0.033  2.110  -0.7962
H  1.870  -0.600  3.618  0.2144
H  0.166  -0.781  4.162  0.2298
H  1.025  0.797  4.250  0.2327

## Properties
Energy relative to the best compared isomer or geometry (same formula, charge and spin) in kJ/mol: 357.9
HOMO level (alpha / beta) in eV: -5.812 / -5.811
LUMO (alpha / beta) in eV: -1.31 / -1.31



Here is the molecule C15H20N2O4 from OMol25. Energies are from ωB97M-V with the def2-TZVPD basis set.

Each line ends with the natural charge from an NBO analysis.
CARTESIAN COORDINATES (ANGSTROEM)
C  4.141  -0.932  -0.005  -0.2527
O  3.852  -2.194  0.549  -0.4923
C  2.798  -2.894  0.048  0.3178
C  2.570  -4.149  0.619  -0.2503
C  1.525  -4.931  0.178  -0.1858
C  0.688  -4.483  -0.834  -0.2789
C  0.911  -3.243  -1.408  0.0805
C  -0.008  -2.697  -2.473  -0.2631
N  -0.978  -1.790  -1.894  -0.5749
C  -0.796  -0.474  -1.775  0.5815
O  0.149  0.172  -2.200  -0.6435
C  -1.954  0.195  -1.025  0.5814
O  -2.873  -0.452  -0.556  -0.6252
N  -1.809  1.523  -0.979  -0.5849
C  -2.689  2.411  -0.267  -0.2354
C  -2.133  2.779  1.112  0.0950
C  -0.779  3.499  1.078  -0.4322
C  -0.797  4.290  2.389  -0.4347
C  -2.297  4.375  2.741  -0.0682
O  -3.012  3.702  1.722  -0.5240
C  1.962  -2.448  -0.967  -0.3468
H  5.007  -0.562  0.541  0.1995
H  4.389  -1.009  -1.069  0.1782
H  3.307  -0.235  0.121  0.1785
H  3.229  -4.482  1.405  0.2225
H  1.356  -5.899  0.626  0.2148
H  -0.130  -5.100  -1.174  0.2084
H  -0.543  -3.503  -2.979  0.2103
H  0.565  -2.120  -3.204  0.2291
H  -1.786  -2.164  -1.410  0.4289
H  -0.955  1.883  -1.389  0.4261
H  -3.647  1.901  -0.139  0.2353
H  -2.844  3.325  -0.846  0.2048
H  -2.056  1.866  1.726  0.1663
H  0.058  2.809  1.012  0.2200
H  -0.752  4.178  0.224  0.2004
H  -0.354  5.277  2.275  0.2154
H  -0.254  3.759  3.171  0.2086
H  -2.497  3.901  3.710  0.1678
H  -2.670  5.401  2.772  0.1866
H  2.102  -1.482  -1.426  0.2349

## Properties
Energy relative to the best compared isomer or geometry (same formula, charge and spin) in kJ/mol: 124.7
HOMO level in eV: -8.616
LUMO in eV: 0.66
Structure (SMILES): COc1cccc(CNC(=O)C(=O)NC[C@H]2CCCO2)c1